No. 1
A cluster of 2 separate species, C4H9N2S in total at a distorted geometry. Source: OMol25; level of theory: the ωB97M-V functional and the def2-TZVPD basis.

The HOMO energy comes out at -11.8 eV. The calculation puts the total energy at -18100.8209 eV. The calculation puts the HOMO-LUMO gap at 7.67 eV. The charge is +1.

```
16
C4H9N2S | OMol25 | the ωB97M-V functional and the def2-TZVPD basis
C -2.67 0.38 -0.23
C 1.37 -0.24 -0.37
C 3.61 0.48 0.45
C 2.58 -0.49 -0.04
N -2.58 -0.15 1.03
N -3.03 -0.31 -1.33
S -0.02 -0.19 -1.08
H -2.48 1.46 -0.55
H 3.19 1.48 0.76
H 4.58 0.59 -0.04
H 3.93 0.30 1.50
H 2.72 -1.55 0.28
H -2.30 0.47 1.77
H -2.87 0.11 -2.20
H -3.40 -1.23 -1.14
H -2.65 -1.12 1.19
```

=====

No. 2
A cluster of 2 separate species, C9H16Si in total at a distorted geometry. Source: OMol25; level of theory: the ωB97M-V functional and the def2-TZVPD basis.

The HOMO energy comes out at -7.8 eV. The calculation puts the total energy at -17465.8553 eV. The calculation puts the HOMO-LUMO gap at 8.15 eV.

```
26
C9H16Si | OMol25 | the ωB97M-V functional and the def2-TZVPD basis
C 1.16 1.23 -2.39
C 0.78 -0.23 -2.41
C 0.55 2.15 -1.66
C -0.09 -0.74 -1.54
C -0.57 1.67 -0.72
C -0.58 0.06 -0.49
C -0.62 -2.12 -1.67
C -1.26 -0.42 2.74
C 1.52 0.69 1.73
Si -0.01 -0.46 1.33
H 1.91 1.58 -3.00
H 1.20 -0.80 -3.25
H 0.68 3.21 -1.84
H -0.46 2.36 0.08
H -1.49 1.99 -1.10
H -2.28 -0.27 -0.30
H -0.21 -2.75 -2.45
H -1.63 -2.06 -1.87
H -0.28 -2.68 -0.85
H -1.07 -0.82 3.71
H -1.79 0.53 3.06
H -2.20 -0.94 2.39
H 2.00 1.04 0.89
H 1.40 1.72 2.07
H 2.16 0.13 2.39
H 0.32 -1.85 1.04
```

=====

No. 3
A structure of composition C37H36BBrF4N4O2PRhSe at a distorted geometry. Source: OMol25; level of theory: the ωB97M-V functional and the def2-TZVPD basis.

As for the spin multiplicity: 5. The HOMO energy (alpha / beta) comes out at -12.7 / -13.5 eV. The calculation puts the total energy at -208231.8172 eV. The calculation puts the HOMO-LUMO gap (alpha / beta) at 8.27 / 6.16 eV. The charge is +2.

```
88
C37H36BBrF4N4O2PRhSe | OMol25 | the ωB97M-V functional and the def2-TZVPD basis
Rh 0.94 0.00 0.38
O 2.96 3.67 5.10
C 2.55 3.14 3.96
C 3.28 3.11 2.72
C 2.74 2.35 1.66
N 1.60 1.59 1.80
C 0.90 1.76 2.89
Br -0.67 0.68 3.05
C 1.31 2.45 3.99
H 3.75 4.22 5.05
H 4.32 3.65 2.57
H 3.22 2.27 0.67
H 0.74 2.47 4.93
C 1.74 2.37 -2.09
C 2.09 1.25 -3.05
C 3.55 0.85 -3.00
C 1.13 0.11 -2.78
C 1.00 -1.05 -3.77
O 1.60 -2.16 -3.13
C 1.84 -1.85 -1.88
N 1.55 -0.62 -1.56
C 2.46 -2.94 -1.12
C 3.17 -3.84 -1.97
C 3.96 -4.83 -1.45
C 4.00 -5.00 -0.06
C 3.32 -4.22 0.80
C 2.53 -3.17 0.23
P 1.56 -2.11 1.37
C 2.65 -1.88 2.77
C 4.01 -1.50 2.52
C 4.72 -0.88 3.53
C 4.13 -0.52 4.76
C 2.76 -0.81 4.97
C 2.06 -1.54 3.98
C 0.17 -3.11 1.92
C 0.41 -4.05 2.95
C -0.74 -4.66 3.49
C -2.01 -4.40 2.91
C -2.17 -3.45 1.90
C -1.07 -2.84 1.37
H 2.47 3.20 -2.16
H 1.94 2.12 -1.04
H 0.74 2.78 -2.14
H 1.78 1.63 -4.07
H 3.92 0.56 -1.99
H 4.20 1.65 -3.38
H 3.80 0.06 -3.67
H 0.15 0.41 -2.64
H 1.50 -0.88 -4.71
H 0.03 -1.41 -4.10
H 3.08 -3.70 -3.04
H 4.47 -5.54 -2.09
H 4.62 -5.83 0.26
H 3.37 -4.47 1.83
H 4.53 -1.77 1.55
H 5.77 -0.64 3.30
H 4.86 -0.17 5.52
H 2.25 -0.55 5.93
H 1.00 -1.71 4.11
H 1.40 -4.26 3.30
H -0.72 -5.39 4.40
H -2.86 -4.92 3.27
H -3.16 -3.06 1.72
H -1.23 -1.99 0.69
F -2.33 0.83 -2.16
B -2.22 0.75 -0.73
F -1.10 -0.18 -0.34
F -3.33 0.09 -0.14
F -2.00 1.97 -0.24
C -6.49 1.44 -0.55
N -5.79 2.40 -1.35
C -4.92 3.33 -0.93
Se -4.22 3.63 0.77
N -4.72 4.25 -1.92
C -5.43 3.88 -3.06
C -5.55 4.42 -4.32
C -6.38 3.67 -5.18
C -7.07 2.54 -4.81
C -6.96 2.05 -3.52
C -6.08 2.67 -2.73
H -7.41 1.22 -1.04
H -6.80 1.89 0.42
H -5.88 0.59 -0.39
H -4.21 5.12 -1.73
H -5.15 5.36 -4.64
H -6.54 4.13 -6.13
H -7.90 2.15 -5.36
H -7.47 1.20 -3.14
```

=====

No. 4
An isolated molecule of C7H5Cl2N at a distorted geometry. Source: OMol25; level of theory: the ωB97M-V functional and the def2-TZVPD basis.

The HOMO energy comes out at -9.1 eV. The calculation puts the total energy at -33871.9427 eV. The calculation puts the HOMO-LUMO gap at 8.03 eV.

```
15
C7H5Cl2N | OMol25 | the ωB97M-V functional and the def2-TZVPD basis
C -3.06 2.09 0.79
C -1.00 -0.92 -0.25
C 0.36 -0.91 -0.09
C -1.95 1.28 0.58
C -1.98 0.17 -0.18
C 1.24 0.23 -0.06
C 1.09 1.42 -0.74
N -3.77 2.99 0.80
Cl -3.44 -0.25 -1.12
Cl 2.20 2.75 -0.59
H -1.42 -1.81 -0.36
H 0.96 -1.78 -0.06
H -0.92 1.57 1.03
H 2.03 -0.08 0.57
H 0.18 1.82 -1.36
```

=====

No. 5
A cluster of 2 separate species, C3H6N2O in total at a distorted geometry. Source: OMol25; level of theory: the ωB97M-V functional and the def2-TZVPD basis.

The HOMO energy comes out at -9.2 eV. The calculation puts the total energy at -8234.9490 eV. The calculation puts the HOMO-LUMO gap at 10.05 eV.

```
12
C3H6N2O | OMol25 | the ωB97M-V functional and the def2-TZVPD basis
C -1.04 -0.80 -0.24
C -0.85 2.25 0.41
O -0.64 2.75 -0.59
N 1.47 0.72 1.00
C 1.39 -0.19 0.12
N 0.38 -1.12 -0.12
H -1.23 0.02 -0.95
H -1.54 -1.69 -0.63
H -1.50 -0.54 0.71
H 0.66 0.71 1.63
H 2.24 -0.29 -0.56
H 0.67 -1.81 -0.79
```

=====

No. 6
A structure of composition C14H42KO18P at a distorted geometry. Source: OMol25; level of theory: the ωB97M-V functional and the def2-TZVPD basis.

The HOMO energy comes out at -0.1 eV. The calculation puts the total energy at -77668.0884 eV. The calculation puts the HOMO-LUMO gap at 3.63 eV. The charge is -2.

```
76
C14H42KO18P | OMol25 | the ωB97M-V functional and the def2-TZVPD basis
K -0.17 -0.30 0.91
P 3.24 0.46 0.27
O 2.78 1.21 1.47
O 4.13 -0.77 0.73
O 3.96 1.38 -0.76
O 2.12 -0.22 -0.72
C -2.99 0.32 4.84
C -1.71 1.19 4.58
O -1.17 0.91 3.31
O -4.10 0.71 4.02
H -3.13 0.33 5.92
H -2.65 -0.69 4.60
H -1.03 0.99 5.41
H -1.88 2.26 4.76
H -0.22 0.91 3.43
H -3.78 0.97 3.16
C -0.20 -3.69 3.22
C -0.65 -4.39 1.92
O 0.50 -4.93 1.22
O 0.41 -2.40 2.97
H 0.33 -4.45 3.80
H -1.03 -3.48 3.90
H -1.12 -3.77 1.16
H -1.33 -5.21 2.14
H 0.84 -4.16 0.77
H 1.30 -2.51 2.63
C -1.65 -2.20 -3.52
C -2.14 -1.66 -2.17
O -1.20 -1.85 -1.17
O -1.14 -3.51 -3.42
H -0.80 -1.62 -3.89
H -2.46 -2.11 -4.24
H -3.14 -2.04 -1.98
H -2.47 -0.62 -2.15
H -0.65 -2.54 -1.55
H -1.65 -4.15 -3.92
C 2.18 -3.73 -1.28
C 2.43 -3.04 -2.62
O 3.30 -1.89 -2.39
O 1.54 -2.73 -0.42
H 3.14 -4.03 -0.86
H 1.68 -4.69 -1.37
H 1.61 -2.55 -3.14
H 2.99 -3.71 -3.27
H 2.83 -1.19 -1.93
H 1.84 -1.82 -0.50
C 1.84 4.64 1.08
C 1.36 3.68 -0.12
O 0.73 2.48 0.42
O 3.00 4.01 1.77
H 1.00 4.80 1.75
H 2.29 5.57 0.74
H 2.30 3.55 -0.66
H 0.86 4.20 -0.93
H 1.45 1.85 0.39
H 2.90 3.06 1.70
C 1.72 2.28 -3.40
C 0.69 1.13 -3.31
O 0.19 0.97 -2.00
O 3.06 2.02 -3.11
H 1.51 3.08 -2.69
H 1.61 2.92 -4.27
H 1.18 0.21 -3.65
H -0.08 1.15 -4.08
H 0.83 0.45 -1.51
H 3.30 1.73 -2.23
C -3.97 2.89 0.44
C -2.86 2.58 -0.62
O -1.94 1.68 -0.26
O -3.33 3.69 1.40
H -4.32 2.01 0.98
H -4.84 3.37 -0.02
H -2.29 3.50 -0.75
H -3.32 2.44 -1.60
H -1.15 1.70 -0.80
H -2.41 3.41 1.45
```

=====

No. 7
The ion C6H8N2O2P with charge -1 at a distorted geometry. Source: OMol25; level of theory: the ωB97M-V functional and the def2-TZVPD basis.

The HOMO energy comes out at -2.9 eV. The calculation puts the total energy at -22715.3061 eV. The calculation puts the HOMO-LUMO gap at 6.57 eV. The charge is -1.

```
19
C6H8N2O2P | OMol25 | the ωB97M-V functional and the def2-TZVPD basis
C -0.66 1.53 2.30
C -0.20 1.26 1.11
C 1.52 0.85 2.30
C -1.00 -1.97 -1.72
C 0.09 -1.66 -2.66
C -0.14 -0.77 -1.44
N 0.48 1.28 3.10
N 1.01 0.60 1.08
O -1.07 1.21 -0.05
O 2.70 0.67 2.70
P -0.75 0.93 -1.61
H -1.50 2.10 2.68
H -2.00 -1.79 -2.04
H -0.94 -2.89 -1.03
H 0.97 -2.31 -2.82
H -0.35 -1.32 -3.53
H 0.75 -0.87 -0.79
H 0.64 1.50 4.06
H 0.45 1.64 -1.63
```

=====

No. 8
A structure of composition C4F4O at a distorted geometry. Source: OMol25; level of theory: the ωB97M-V functional and the def2-TZVPD basis.

The HOMO energy comes out at -9.4 eV. The calculation puts the total energy at -17059.9774 eV. The calculation puts the HOMO-LUMO gap at 8.72 eV.

```
9
C4F4O | OMol25 | the ωB97M-V functional and the def2-TZVPD basis
C 0.51 0.38 -1.14
C -0.88 0.42 0.26
C 1.41 -0.46 -0.72
C -0.56 -0.02 1.45
O 2.03 -1.29 -0.14
F 0.16 1.08 -2.23
F -2.02 0.69 -0.34
F -1.41 -0.09 2.41
F 0.69 -0.29 1.82
```

=====

No. 9
A cluster of 12 separate species, C15H56NO11S in total at a distorted geometry. Source: OMol25; level of theory: the ωB97M-V functional and the def2-TZVPD basis.

The HOMO energy comes out at -11.7 eV. The calculation puts the total energy at -51298.7716 eV. The calculation puts the HOMO-LUMO gap at 7.46 eV. The charge is +1.

```
84
C15H56NO11S | OMol25 | the ωB97M-V functional and the def2-TZVPD basis
C 0.05 4.39 -0.92
C -0.88 3.17 -0.84
C -1.81 3.34 0.39
C -0.10 1.87 -0.62
N 0.51 1.29 -1.86
S -0.58 0.91 -3.20
H -0.53 5.30 -0.99
H 0.64 4.43 0.00
H 0.72 4.36 -1.79
H -1.53 3.14 -1.72
H -2.38 2.42 0.51
H -1.19 3.48 1.27
H -2.48 4.18 0.23
H 0.73 2.10 0.05
H -0.71 1.14 -0.09
H 0.93 0.39 -1.60
H 1.28 1.88 -2.18
H -0.79 2.17 -3.68
C -2.13 -0.04 2.28
O -0.79 0.30 1.92
H -2.62 -0.47 1.41
H -2.14 -0.77 3.08
H -2.68 0.85 2.59
H -0.36 0.67 2.70
C -3.06 1.07 -6.87
O -2.33 0.04 -6.20
H -3.71 0.60 -7.60
H -3.68 1.64 -6.16
H -2.38 1.75 -7.39
H -1.75 0.45 -5.55
C 1.40 7.04 1.42
O 2.18 5.84 1.34
H 0.45 6.79 1.88
H 1.91 7.78 2.03
H 1.22 7.45 0.42
H 3.02 6.06 0.94
C 0.70 -2.47 4.28
O 1.20 -1.35 3.54
H 0.81 -2.25 5.33
H -0.36 -2.64 4.05
H 1.27 -3.37 4.04
H 1.10 -1.55 2.61
C -0.01 -2.48 -5.42
O -1.35 -2.67 -5.00
H 0.53 -3.42 -5.26
H 0.03 -2.22 -6.48
H 0.48 -1.70 -4.82
H -1.82 -1.84 -5.16
C 2.52 -2.43 -2.27
O 1.15 -2.56 -1.87
H 3.01 -3.37 -2.10
H 2.59 -2.18 -3.33
H 3.02 -1.66 -1.67
H 0.70 -1.73 -2.02
C -0.41 0.56 7.02
O 0.44 -0.58 6.89
H -1.33 0.24 7.48
H 0.06 1.33 7.64
H -0.63 0.99 6.03
H 1.26 -0.29 6.48
C 3.64 0.25 9.10
O 3.33 -0.69 8.07
H 4.70 0.47 9.03
H 3.07 1.17 8.97
H 3.43 -0.17 10.08
H 2.39 -0.89 8.13
C -4.80 -2.78 -4.42
O -3.97 -3.93 -4.52
H -5.75 -3.09 -3.98
H -4.34 -2.02 -3.78
H -5.00 -2.35 -5.41
H -3.13 -3.65 -4.90
C -3.25 -2.28 -1.22
O -3.17 -2.36 0.21
H -3.55 -1.26 -1.48
H -2.27 -2.49 -1.67
H -3.99 -2.97 -1.61
H -2.92 -3.26 0.42
C 6.19 -4.52 -1.02
O 5.55 -3.40 -1.64
H 6.35 -5.27 -1.79
H 7.15 -4.23 -0.59
H 5.55 -4.94 -0.24
H 5.41 -2.74 -0.97
```

=====

No. 10
A structure of composition C18H20N2O3S at a distorted geometry. Source: OMol25; level of theory: the ωB97M-V functional and the def2-TZVPD basis.

The HOMO energy comes out at -8.2 eV. The calculation puts the total energy at -38933.8998 eV. The calculation puts the HOMO-LUMO gap at 8.37 eV.

```
44
C18H20N2O3S | OMol25 | the ωB97M-V functional and the def2-TZVPD basis
C 4.49 -1.93 -0.36
H 4.84 -1.06 0.29
O 2.97 -1.66 -0.62
C 2.81 -0.39 -1.15
C 1.40 -0.08 -1.21
N 0.85 0.06 0.13
C 0.74 1.27 0.67
C 0.15 1.36 1.70
C 0.04 -0.05 2.04
C 0.37 -0.75 1.08
C 0.28 -2.43 0.72
H -0.36 -2.59 -0.07
H 1.43 -2.44 0.54
H 0.03 -2.83 1.77
H -0.32 -0.36 2.99
C -0.22 2.29 2.77
O 0.09 2.56 3.99
C -1.26 3.30 2.14
H -1.53 4.30 2.57
H -1.19 3.40 1.05
S -2.87 2.53 2.18
C -2.77 1.15 0.97
N -2.27 1.45 -0.20
C -2.36 0.20 -0.78
C -2.02 0.04 -2.39
C -2.34 -1.28 -2.50
C -2.88 -2.07 -1.57
C -3.55 -1.84 -0.54
C -3.02 -0.60 0.03
O -3.39 0.14 1.21
H -4.06 -2.47 0.11
H -3.15 -3.09 -2.12
H -2.00 -1.68 -3.48
H -1.30 0.72 -2.71
C 1.03 2.55 -0.29
H 0.89 3.30 0.23
H 0.19 2.85 -1.19
H 1.89 2.20 -0.64
H 1.03 0.42 -1.96
H 0.88 -1.44 -1.57
H 3.24 0.33 -0.38
H 3.28 -0.65 -2.11
H 5.16 -1.89 -1.39
H 4.78 -2.85 0.07
```

=====

No. 11
An isolated molecule of C19H26F3N3OS. Source: OMol25; level of theory: the ωB97M-V functional and the def2-TZVPD basis.

The HOMO energy comes out at -7.9 eV. The calculation puts the total energy at -45631.5499 eV. The calculation puts the HOMO-LUMO gap at 8.46 eV.

```
53
C19H26F3N3OS | OMol25 | the ωB97M-V functional and the def2-TZVPD basis
C 5.44 1.83 1.31
H 6.44 2.21 1.10
H 4.92 2.50 1.99
H 5.49 0.83 1.72
S 4.49 1.79 -0.24
C 5.32 0.37 -1.03
C 5.00 -0.91 -0.27
O 5.84 -1.40 0.47
N 3.78 -1.45 -0.44
C 2.66 -0.88 -1.15
H 2.96 -0.05 -1.78
H 2.23 -1.65 -1.79
C 1.60 -0.36 -0.15
N 0.58 0.35 -0.89
C 0.06 1.58 -0.33
H 0.84 2.08 0.23
C -1.17 1.34 0.56
N -2.20 0.67 -0.21
C -3.53 0.93 -0.02
C -4.50 -0.08 -0.09
C -5.85 0.22 0.05
C -6.28 1.52 0.27
C -5.32 2.52 0.35
C -3.98 2.24 0.20
H -3.28 3.05 0.24
H -5.64 3.54 0.51
H -7.33 1.74 0.37
C -6.82 -0.91 -0.03
F -6.65 -1.65 -1.15
F -8.10 -0.53 -0.02
F -6.68 -1.78 1.00
H -4.22 -1.11 -0.23
C -1.74 -0.60 -0.73
H -2.50 -1.02 -1.39
C -0.46 -0.38 -1.57
H -0.08 -1.34 -1.91
H -0.74 0.20 -2.45
H -1.55 -1.32 0.08
H -1.54 2.29 0.94
H -0.88 0.71 1.42
H -0.24 2.22 -1.17
C 1.15 -1.54 0.73
C 2.36 -2.16 1.42
C 3.40 -2.59 0.38
H 4.30 -2.97 0.86
H 2.98 -3.36 -0.28
H 2.06 -3.03 2.01
H 2.82 -1.43 2.09
H 0.44 -1.20 1.49
H 0.65 -2.30 0.12
H 2.09 0.37 0.49
H 4.99 0.35 -2.07
H 6.39 0.54 -0.99
```

=====

No. 12
The ion C5H12N with charge +1 at a distorted geometry. Source: OMol25; level of theory: the ωB97M-V functional and the def2-TZVPD basis.

The HOMO energy comes out at -13.7 eV. The calculation puts the total energy at -6860.3932 eV. The calculation puts the HOMO-LUMO gap at 7.10 eV. The charge is +1.

```
18
C5H12N | OMol25 | the ωB97M-V functional and the def2-TZVPD basis
C -1.67 0.41 0.60
C -0.59 -0.82 0.40
C 0.69 -0.37 0.76
C 1.85 -0.49 -0.10
C 2.09 0.76 -1.03
N -2.81 0.10 -0.17
H -1.22 1.34 0.28
H -1.90 0.39 1.66
H -0.66 -1.12 -0.64
H -1.00 -1.66 0.97
H 0.89 -0.39 1.83
H 2.75 -0.58 0.48
H 1.14 1.24 -1.23
H 2.61 0.55 -1.96
H 2.66 1.50 -0.48
H 1.74 -1.37 -0.74
H -2.93 0.73 -0.94
H -3.64 -0.21 0.32
```

=====

No. 13
An isolated molecule of C5H9NO. Source: OMol25; level of theory: the ωB97M-V functional and the def2-TZVPD basis.

The HOMO energy comes out at -9.1 eV. The calculation puts the total energy at -8867.2885 eV. The calculation puts the HOMO-LUMO gap at 10.02 eV.

```
16
C5H9NO | OMol25 | the ωB97M-V functional and the def2-TZVPD basis
C 1.26 -0.92 -0.13
C 0.22 0.21 -0.04
C 0.76 1.62 -0.35
N -1.00 -0.16 -0.77
C -1.68 -0.77 0.36
C -0.71 0.07 1.20
O -0.75 0.54 2.30
H 2.26 -0.62 0.17
H 1.31 -1.29 -1.16
H 0.95 -1.79 0.47
H 1.73 1.58 -0.86
H 0.88 2.22 0.56
H 0.06 2.17 -0.99
H -0.99 -0.51 -1.72
H -2.74 -0.52 0.40
H -1.55 -1.85 0.56
```